Below is a cluster of 3 separate species, C22H39BF3N4O7P in total at a distorted geometry, with properties calculated with the ωB97M-V functional and the def2-TZVPD basis.

Structure (ORCA input):
```
! RIJCOSX wB97M-V def2-TZVPD def2/J DEFGRID3
* xyz 0 1
C 4.690 -1.217 0.605
C 3.698 0.083 0.849
O 2.261 -0.232 0.791
P 1.514 1.178 0.068
O 2.004 2.426 0.965
C -0.425 1.186 0.259
C -1.084 1.287 -1.236
C -2.658 0.795 -1.331
C -3.232 1.492 -2.742
N -3.663 2.068 -3.833
C -2.840 -0.828 -1.565
C -1.731 -1.763 -0.807
C -1.852 -3.279 -1.504
F -2.088 -3.478 -2.979
C -1.681 -4.548 -0.695
F -2.440 -5.780 -1.029
F -0.673 -4.526 0.430
C -3.623 1.414 -0.141
O -3.211 2.798 0.207
C -5.130 1.581 -0.847
N -6.330 1.719 -1.348
B -3.843 0.424 1.151
O -4.908 -0.630 1.035
C -3.020 0.472 2.579
C -2.539 -1.025 3.045
O 2.039 1.525 -1.555
C 2.248 0.308 -2.353
C 3.680 0.481 -3.136
H 5.777 -0.850 0.933
H 4.448 -2.140 1.285
H 4.786 -1.533 -0.522
H 4.005 0.883 0.040
H 3.955 0.522 1.915
H -0.806 0.251 0.896
H -0.757 2.154 0.871
H -0.505 0.677 -2.071
H -1.084 2.435 -1.557
H -3.956 -1.208 -1.372
H -2.673 -0.998 -2.735
H -0.615 -1.445 -0.957
H -2.055 -1.892 0.319
H -2.809 2.843 1.124
H -5.816 -0.206 1.211
H -3.798 0.869 3.391
H -2.138 1.277 2.594
H -2.653 -1.159 4.213
H -1.423 -1.159 2.668
H -3.164 -1.878 2.539
H 1.401 0.309 -3.195
H 2.117 -0.699 -1.772
H 4.632 0.333 -2.451
H 3.765 -0.162 -4.135
H 3.717 1.616 -3.505
C -4.321 4.059 4.248
C -4.398 2.902 5.206
O -4.682 1.765 4.836
N -4.139 3.144 6.523
C -3.790 4.397 7.150
H -4.551 3.712 3.237
H -5.051 4.824 4.526
H -3.311 4.478 4.248
H -4.210 2.317 7.105
H -2.818 4.274 7.634
H -4.545 4.617 7.910
H -3.741 5.220 6.437
C 5.396 -4.055 -4.313
C 6.006 -2.830 -3.689
O 5.454 -2.216 -2.780
N 7.212 -2.405 -4.163
C 8.014 -2.983 -5.215
H 4.437 -4.270 -3.832
H 5.217 -3.883 -5.378
H 6.055 -4.915 -4.172
H 7.559 -1.576 -3.694
H 8.986 -3.250 -4.793
H 8.155 -2.225 -5.990
H 7.552 -3.869 -5.653
*
```

Results
HOMO (eV): -9.7
Kohn-Sham gap (eV): 9.36
Structure (SMILES): CCOP(=O)(CC[C@@](C#N)(CCC(F)=C(F)F)[C@@](O)(C#N)B(O)CC)OCC.CNC(C)=O.CNC(C)=O
Strongest force on any atom (eV Å⁻¹): 12.20
Lowest unoccupied orbital energy (eV): -0.38
Electronic energy (a.u.): -2272.78063
Molecular weight (g/mol): 570.36

Below is a structure of composition C46H39BrILaN6O2S at a distorted geometry, with properties calculated with the ωB97M-V functional and the def2-TZVPD basis.

Structure (ORCA input):
```
! RIJCOSX wB97M-V def2-TZVPD def2/J DEFGRID3
* xyz -2 1
La 1.070 1.439 -1.155
O 2.014 2.076 0.741
C 2.854 1.768 1.650
C 2.661 2.258 2.965
C 3.538 2.012 3.981
C 4.673 1.240 3.755
C 4.888 0.725 2.499
C 4.020 0.959 1.434
C 4.340 0.406 0.152
N 3.670 0.529 -0.941
C 4.287 -0.007 -2.135
C 3.319 -0.040 -3.321
N 2.060 -0.522 -2.834
C 1.778 -1.761 -3.092
C 0.878 -2.596 -2.356
C 0.608 -3.892 -2.805
C -0.007 -4.827 -1.994
C -0.322 -4.469 -0.683
C -0.079 -3.193 -0.221
C 0.494 -2.179 -1.040
O 0.705 -1.000 -0.578
H 1.752 2.856 3.130
H 3.345 2.410 4.986
H 5.370 1.034 4.576
H 5.775 0.102 2.314
H 5.301 -0.159 0.129
H 4.664 -1.040 -1.942
H 5.158 0.632 -2.415
H 3.747 -0.712 -4.113
H 3.207 0.979 -3.739
H 2.382 -2.298 -3.864
H 0.921 -4.163 -3.828
H -0.214 -5.843 -2.359
H -0.768 -5.219 -0.013
H -0.321 -2.911 0.825
Br -6.128 -3.379 0.093
C -4.648 -2.352 -0.551
C -4.634 -1.968 -1.853
C -3.566 -1.236 -2.334
C -2.491 -0.842 -1.539
C -2.556 -1.242 -0.165
C -3.645 -2.010 0.305
N -1.564 -0.075 -2.073
C -1.357 -0.247 -3.345
C -0.716 0.735 -4.147
C -0.791 0.615 -5.543
C -0.375 1.638 -6.361
C 0.107 2.790 -5.757
C 0.212 2.815 -4.354
N -0.150 1.811 -3.563
H -5.472 -2.235 -2.513
H -3.594 -0.900 -3.398
H -1.821 -0.984 0.510
H -3.690 -2.332 1.362
H -1.752 -1.164 -3.889
H -1.225 -0.312 -5.961
H -0.437 1.556 -7.464
H 0.424 3.662 -6.353
H 0.601 3.727 -3.832
C -0.832 1.366 1.118
C -0.503 0.753 2.201
C -0.263 0.091 3.420
C -1.209 0.255 4.370
C -2.109 1.319 4.302
C -3.113 1.489 5.249
C -3.262 0.584 6.287
C -2.398 -0.499 6.345
C -1.391 -0.654 5.399
C 0.845 -0.733 3.689
C 1.382 -0.843 4.977
C 2.439 -1.708 5.243
C 2.979 -2.487 4.235
C 2.481 -2.367 2.951
C 1.439 -1.494 2.665
H -1.998 2.037 3.471
H -3.801 2.344 5.172
H -4.058 0.706 7.031
H -2.520 -1.254 7.135
H -0.740 -1.543 5.439
H 0.972 -0.199 5.776
H 2.853 -1.764 6.260
H 3.810 -3.173 4.450
H 2.913 -2.975 2.139
H 1.072 -1.428 1.714
I 3.093 3.479 -2.408
S -0.449 4.013 -1.255
C -2.027 3.462 -1.614
N -2.766 2.738 -0.848
C -4.024 2.536 -1.513
C -3.802 3.031 -2.951
N -2.662 3.883 -2.783
H -1.393 1.930 0.383
H -4.811 3.144 -0.994
H -4.329 1.458 -1.459
H -4.672 3.598 -3.353
H -3.587 2.167 -3.638
H -2.059 4.071 -3.588
*
```

Results
HOMO (eV): -0.2
Kohn-Sham gap (eV): 3.24
Strongest force on any atom (eV Å⁻¹): 5.75
Lowest unoccupied orbital energy (eV): 3.02
Energy above the lowest of the compared OMol25 structures with the same formula, charge and spin (kcal per mole): 38.6
Electronic energy (a.u.): -5556.94037
Molecular weight (g/mol): 1085.64

Below is a structure of composition C5H9NO2 at a distorted geometry, with properties calculated with the ωB97M-V functional and the def2-TZVPD basis.

Structure (ORCA input):
```
! RIJCOSX wB97M-V def2-TZVPD def2/J DEFGRID3
* xyz 0 1
C 2.154 1.568 0.018
C 1.537 0.389 -0.016
C -0.421 0.634 -0.096
C 1.971 -1.022 0.120
C -2.372 -0.658 -0.012
N -0.967 -0.494 -0.138
O -0.842 1.851 -0.019
O -3.055 0.612 0.086
H 3.161 1.708 0.100
H 1.652 2.459 0.025
H 2.791 -0.895 0.929
H 1.065 -1.704 0.452
H 2.281 -1.212 -0.922
H -2.636 -1.339 0.821
H -2.595 -1.342 -0.793
H -1.805 1.979 0.179
H -3.800 0.401 0.575
*
```

Results
HOMO (eV): -9.1
Kohn-Sham gap (eV): 9.72
Strongest force on any atom (eV Å⁻¹): 5.56
Lowest unoccupied orbital energy (eV): 0.57
Energy above the lowest of the compared OMol25 structures with the same formula, charge and spin (kcal per mole): 98.2
Electronic energy (a.u.): -401.02030
Molecular weight (g/mol): 115.13

Below is a structure of composition C28H28Cl2CuSb2, with properties calculated with the ωB97M-V functional and the def2-TZVPD basis.

Structure (ORCA input):
```
! RIJCOSX wB97M-V def2-TZVPD def2/J DEFGRID3
* xyz 1 1
Cu -1.099 0.975 -1.463
C 0.513 0.777 1.907
C 1.744 -0.024 1.462
C 2.381 0.516 0.184
Sb 1.326 0.237 -1.669
C 1.390 -1.873 -1.696
C 2.589 -2.562 -1.515
C 2.584 -3.947 -1.420
C 1.386 -4.646 -1.498
C 0.190 -3.965 -1.674
C 0.191 -2.579 -1.773
C 2.912 0.975 -2.852
C 3.783 0.158 -3.565
C 4.855 0.724 -4.245
C 5.053 2.097 -4.216
C 4.175 2.915 -3.515
C 3.102 2.356 -2.835
Sb -1.361 0.083 1.092
C -2.276 1.997 1.344
C -2.533 2.637 2.555
C -2.874 3.983 2.579
C -2.947 4.713 1.400
C -2.697 4.094 0.184
C -2.377 2.744 0.171
C -1.736 -1.270 2.676
C -1.915 -0.901 4.007
C -1.967 -1.876 4.992
C -1.830 -3.218 4.656
C -1.653 -3.590 3.332
C -1.611 -2.618 2.339
H 0.617 1.829 1.634
H 0.388 0.728 2.989
H 1.506 -1.088 1.349
H 2.500 0.027 2.250
H 3.343 0.037 -0.005
H 2.567 1.588 0.275
H 3.529 -2.026 -1.445
H 3.515 -4.481 -1.279
H 1.387 -5.726 -1.422
H -0.743 -4.512 -1.735
H -0.747 -2.053 -1.916
H 3.629 -0.913 -3.604
H 5.536 0.090 -4.797
H 5.892 2.534 -4.743
H 4.326 3.987 -3.497
H 2.418 3.003 -2.296
H -2.469 2.092 3.488
H -3.069 4.471 3.526
H -3.199 5.765 1.427
H -2.758 4.655 -0.740
H -2.243 2.276 -0.819
H -2.020 0.139 4.287
H -2.104 -1.588 6.026
H -1.859 -3.974 5.431
H -1.542 -4.634 3.069
H -1.480 -2.916 1.304
Cl -3.818 -0.303 -1.302
C -5.361 0.269 -2.003
Cl -5.480 2.023 -1.946
H -6.159 -0.159 -1.413
H -5.401 -0.053 -3.035
*
```

Results
HOMO (eV): -11.2
Kohn-Sham gap (eV): 8.33
Strongest force on any atom (eV Å⁻¹): 0.65
Lowest unoccupied orbital energy (eV): -2.85
Energy above the lowest of the compared OMol25 structures with the same formula, charge and spin (kcal per mole): 2.2
Electronic energy (a.u.): -4124.83165
Molecular weight (g/mol): 742.50

Below is a cluster of 8 separate species, C52H118F6N8O6S2 in total at a distorted geometry, with properties calculated with the ωB97M-V functional and the def2-TZVPD basis.

Structure (ORCA input):
```
! RIJCOSX wB97M-V def2-TZVPD def2/J DEFGRID3
* xyz 6 1
C -15.384 17.081 12.940
N -15.882 15.691 13.123
C -14.697 14.804 13.486
C -16.815 15.622 14.253
C -16.501 15.176 11.840
C -15.648 15.255 10.615
O -14.671 14.229 10.635
H -14.502 17.089 12.320
H -15.146 17.471 13.934
H -16.245 17.703 12.690
H -14.470 14.998 14.529
H -13.895 14.976 12.782
H -15.004 13.763 13.406
H -17.207 14.624 14.414
H -17.646 16.290 13.998
H -16.358 16.044 15.143
H -17.414 15.750 11.681
H -16.754 14.136 12.044
H -15.251 16.262 10.439
H -16.274 15.116 9.724
H -13.978 14.400 9.989
C -20.754 21.236 16.541
N -20.865 19.930 15.789
C -19.856 18.997 16.381
C -22.245 19.406 16.036
C -20.628 20.198 14.337
C -20.814 19.042 13.363
O -19.912 17.980 13.587
H -20.837 21.040 17.606
H -21.609 21.837 16.239
H -19.816 21.725 16.299
H -19.918 18.057 15.845
H -20.083 18.837 17.432
H -18.879 19.462 16.292
H -22.318 19.241 17.109
H -22.361 18.436 15.560
H -22.967 20.136 15.686
H -19.586 20.520 14.250
H -21.233 21.051 14.030
H -20.659 19.425 12.352
H -21.855 18.699 13.444
H -19.778 17.486 12.749
C -16.034 21.952 8.228
C -14.619 22.230 8.731
C -14.223 23.674 8.479
N -12.926 24.124 9.083
C -11.723 23.487 8.430
C -12.864 23.902 10.598
C -12.322 25.187 11.231
C -11.907 26.095 10.054
C -12.827 25.635 8.947
H -16.303 20.898 8.245
H -16.091 22.262 7.183
H -16.758 22.491 8.839
H -13.902 21.544 8.265
H -14.508 21.948 9.783
H -14.980 24.352 8.873
H -14.133 23.852 7.407
H -11.986 23.322 7.388
H -11.597 22.511 8.885
H -10.879 24.153 8.559
H -12.238 23.044 10.821
H -13.885 23.715 10.919
H -11.489 24.993 11.904
H -13.074 25.645 11.873
H -10.846 25.944 9.862
H -12.069 27.130 10.340
H -12.399 25.840 7.966
H -13.794 26.113 9.073
C -18.097 18.915 4.836
C -16.969 17.842 4.720
C -17.463 16.841 3.674
N -16.447 15.745 3.306
C -15.128 16.330 2.932
C -16.984 14.984 2.110
C -17.557 13.659 2.566
C -17.444 13.652 4.112
C -16.364 14.696 4.403
H -18.995 18.548 5.335
H -18.419 19.225 3.841
H -17.686 19.751 5.397
H -16.849 17.414 5.711
H -16.141 18.382 4.268
H -17.676 17.332 2.728
H -18.354 16.315 4.015
H -14.469 15.502 2.676
H -14.726 16.937 3.732
H -15.262 16.889 2.007
H -16.191 14.825 1.383
H -17.706 15.600 1.576
H -16.979 12.826 2.169
H -18.591 13.470 2.291
H -17.148 12.685 4.507
H -18.363 13.997 4.586
H -15.363 14.275 4.292
H -16.407 15.198 5.366
C -25.190 17.676 12.723
C -24.942 16.198 12.990
C -25.969 15.572 13.934
N -25.554 14.226 14.457
C -25.416 13.257 13.329
C -24.283 14.275 15.269
C -24.352 12.989 16.118
C -25.870 12.694 16.279
C -26.570 13.777 15.485
H -25.282 18.314 13.603
H -26.073 17.887 12.117
H -24.331 18.012 12.134
H -23.903 16.096 13.311
H -24.992 15.643 12.048
H -26.919 15.426 13.423
H -26.118 16.224 14.794
H -25.306 12.265 13.760
H -24.503 13.506 12.798
H -26.303 13.303 12.706
H -23.467 14.313 14.553
H -24.280 15.174 15.883
H -23.802 12.204 15.602
H -23.903 13.154 17.092
H -26.127 11.676 15.987
H -26.091 12.716 17.344
H -27.501 13.525 14.982
H -26.762 14.639 16.122
C -15.511 7.649 1.689
C -16.456 8.739 2.219
C -17.811 8.131 2.459
N -18.867 9.049 3.087
C -18.482 9.309 4.494
C -20.241 8.417 2.968
C -20.657 8.698 1.528
C -19.992 10.038 1.174
C -19.011 10.348 2.311
H -14.510 8.050 1.573
H -15.952 7.185 0.812
H -15.437 6.872 2.456
H -16.500 9.502 1.434
H -16.051 9.269 3.083
H -17.738 7.257 3.104
H -18.280 7.845 1.519
H -17.579 9.909 4.536
H -18.259 8.338 4.933
H -19.286 9.782 5.052
H -20.851 8.882 3.738
H -20.131 7.344 3.110
H -21.734 8.761 1.401
H -20.300 7.898 0.885
H -20.725 10.818 0.986
H -19.409 9.973 0.252
H -19.533 11.016 3.001
H -18.047 10.708 1.986
C -21.288 20.777 5.728
C -22.333 20.025 6.528
C -23.076 19.033 5.656
N -23.947 18.050 6.433
C -24.602 17.183 5.409
C -24.993 18.823 7.228
C -24.650 18.692 8.686
C -24.022 17.307 8.746
C -23.157 17.287 7.492
H -20.434 20.229 5.336
H -20.852 21.518 6.407
H -21.688 21.415 4.937
H -23.021 20.780 6.912
H -21.843 19.539 7.370
H -22.338 18.464 5.096
H -23.809 19.574 5.062
H -25.227 17.818 4.792
H -25.090 16.370 5.939
H -23.798 16.736 4.826
H -25.923 18.303 6.979
H -25.217 19.827 6.871
H -25.505 18.711 9.360
H -24.000 19.503 9.017
H -24.804 16.545 8.649
H -23.458 17.065 9.641
H -22.795 16.355 7.071
H -22.335 17.947 7.744
C -20.631 14.541 12.408
F -19.427 14.376 12.959
F -21.278 13.399 12.357
F -21.314 15.435 13.142
S -20.398 15.238 10.687
O -19.512 14.293 10.072
O -21.660 15.396 10.026
N -19.632 16.665 11.112
S -19.594 17.514 9.772
O -19.184 16.792 8.591
O -20.822 18.248 9.599
C -18.241 18.790 9.984
F -17.017 18.300 9.820
F -18.487 19.749 9.117
F -18.297 19.290 11.230
*
```

Results
HOMO (eV): -20.1
Kohn-Sham gap (eV): 10.42
Strongest force on any atom (eV Å⁻¹): 2.24
Lowest unoccupied orbital energy (eV): -9.69
Energy above the lowest of the compared OMol25 structures with the same formula, charge and spin (kcal per mole): 0.0
Electronic energy (a.u.): -4335.01670
Molecular weight (g/mol): 1129.69